ORCA calculation (wB97M-V/def2-TZVPD) on C9H21ClN3O3 as an isolated structure at a distorted geometry.

The energy relative to the best compared isomer or geometry (same formula, charge and spin) comes out at 775.8 kJ/mol. The net charge is -1. The molar mass is 254.738 g/mol. The calculation puts the calculated total energy at -32806.098 eV. Its strongest force on any atom is 8.27 eV/A. Its HOMO energy is -3.90 eV. As for the orbital gap: 6.81 eV.

Cartesian coordinates (Å):
1 Cl -23.508 28.444 19.676
2 C -22.931 28.753 22.069
3 C -23.664 28.962 23.359
4 O -24.851 29.056 23.240
5 N -23.022 28.837 24.503
6 C -23.462 28.948 25.884
7 H -22.037 28.140 22.185
8 H -22.702 29.715 21.610
9 H -23.514 28.271 21.285
10 H -22.076 28.498 24.401
11 H -22.824 29.503 26.571
12 H -23.419 27.946 26.313
13 H -24.514 29.140 26.096
14 C -23.233 26.958 14.425
15 C -24.148 26.583 15.583
16 O -25.064 25.784 15.395
17 N -23.847 27.237 16.734
18 C -24.481 26.891 17.973
19 H -22.655 27.868 14.589
20 H -23.726 27.109 13.464
21 H -22.451 26.199 14.392
22 H -23.061 27.872 16.755
23 H -23.758 26.849 18.788
24 H -24.948 25.906 17.999
25 H -25.269 27.581 18.272
26 C -20.907 32.069 18.617
27 C -21.869 30.900 18.808
28 O -22.807 30.780 18.044
29 N -21.736 29.984 19.787
30 C -20.611 29.697 20.673
31 H -19.968 31.759 19.075
32 H -21.066 32.973 19.205
33 H -20.806 32.321 17.562
34 H -22.524 29.353 19.741
35 H -20.761 28.670 21.004
36 H -20.477 30.298 21.572
37 H -19.680 29.646 20.109

=====

ORCA calculation (wB97M-V/def2-TZVPD) on an isolated ion of composition C5H12NO and charge +1 at a distorted geometry.

The energy relative to the best compared isomer or geometry (same formula, charge and spin) comes out at 513.8 kJ/mol. The net charge is +1. The molar mass is 102.157 g/mol. The calculation puts the calculated total energy at -8905.304 eV. Its strongest force on any atom is 4.83 eV/A. Its HOMO energy is -15.50 eV. As for the orbital gap: 11.84 eV.

Cartesian coordinates (Å):
1 C 0.092 -0.439 -0.339
2 C 0.181 -1.820 -0.913
3 C 1.298 0.216 0.299
4 C -2.455 -0.523 -0.014
5 C 1.792 1.480 -0.374
6 N -1.122 0.175 0.028
7 O -0.379 0.581 -1.232
8 H 0.930 -1.795 -1.759
9 H -0.697 -2.033 -1.450
10 H 0.458 -2.433 -0.048
11 H 1.528 2.372 0.140
12 H 2.229 -0.412 0.185
13 H 0.907 0.260 1.367
14 H -3.188 0.257 -0.324
15 H -2.457 -1.459 -0.464
16 H -2.901 -0.710 1.036
17 H 0.219 1.314 -1.062
18 H 2.824 1.675 -0.077
19 H 1.917 1.253 -1.418

=====

ORCA calculation (wB97M-V/def2-TZVPD) on C19H59B2F3HgO10S as an isolated structure at a distorted geometry.

The energy relative to the best compared isomer or geometry (same formula, charge and spin) comes out at 0.0 kJ/mol. The molar mass is 758.946 g/mol. The calculation puts the calculated total energy at -65645.232 eV. Its strongest force on any atom is 2.00 eV/A. Its HOMO energy is -9.61 eV. As for the orbital gap: 9.08 eV.

Cartesian coordinates (Å):
1 Hg 10.060 10.328 -20.535
2 O 10.857 13.945 -18.275
3 H 10.023 13.739 -18.793
4 H 11.651 13.861 -18.955
5 H 10.798 14.849 -17.924
6 B 11.030 8.229 -20.928
7 H 11.759 9.129 -20.511
8 H 10.249 7.921 -20.045
9 H 10.457 8.560 -21.945
10 H 11.755 7.294 -21.040
11 B 9.127 12.439 -19.519
12 H 10.220 11.914 -19.318
13 H 8.337 11.779 -20.150
14 H 8.628 12.509 -18.429
15 H 9.346 13.550 -19.931
16 C 13.599 13.084 -22.437
17 F 12.704 13.849 -23.062
18 F 13.927 12.079 -23.225
19 F 14.671 13.820 -22.144
20 S 12.961 12.405 -20.817
21 O 12.608 13.518 -19.947
22 O 11.777 11.710 -21.289
23 O 13.984 11.554 -20.274
24 C 16.303 7.094 -21.457
25 C 16.015 8.575 -21.435
26 C 15.135 8.955 -22.644
27 O 15.306 8.868 -20.247
28 H 16.691 6.903 -22.463
29 H 15.383 6.523 -21.349
30 H 17.073 6.781 -20.756
31 H 16.924 9.182 -21.559
32 H 14.845 9.999 -22.568
33 H 14.226 8.356 -22.534
34 H 15.663 8.699 -23.562
35 H 15.159 9.820 -20.177
36 C 14.027 14.865 -28.067
37 C 12.871 13.894 -28.073
38 C 12.269 13.853 -26.673
39 O 11.873 14.426 -28.957
40 H 13.655 15.888 -28.039
41 H 14.648 14.749 -28.960
42 H 14.726 14.709 -27.244
43 H 13.184 12.876 -28.326
44 H 12.989 13.464 -25.937
45 H 11.326 13.353 -26.441
46 H 12.140 14.866 -26.266
47 H 11.279 13.703 -29.181
48 C 15.577 11.077 -17.294
49 C 16.515 12.100 -17.965
50 C 17.510 11.456 -18.911
51 O 15.704 13.026 -18.725
52 H 16.108 10.722 -16.410
53 H 15.245 10.347 -18.028
54 H 14.706 11.609 -16.905
55 H 17.005 12.659 -17.166
56 H 17.862 10.453 -18.673
57 H 18.349 12.107 -19.162
58 H 16.993 11.348 -19.873
59 H 14.946 12.520 -19.059
60 C 10.711 16.383 -21.088
61 C 11.730 17.460 -21.413
62 C 12.303 17.241 -22.803
63 O 11.072 18.737 -21.364
64 H 10.581 16.220 -20.016
65 H 11.080 15.457 -21.551
66 H 9.694 16.424 -21.486
67 H 12.538 17.472 -20.682
68 H 13.046 16.444 -22.804
69 H 12.732 18.119 -23.284
70 H 11.452 16.996 -23.452
71 H 10.307 18.714 -21.947
72 C 16.248 16.612 -19.487
73 C 15.669 16.487 -18.081
74 C 14.159 16.342 -18.062
75 O 16.234 15.387 -17.368
76 H 16.148 15.643 -19.987
77 H 17.302 16.873 -19.461
78 H 15.631 17.338 -20.020
79 H 16.001 17.373 -17.530
80 H 13.597 17.165 -18.514
81 H 13.779 16.048 -17.085
82 H 13.902 15.487 -18.711
83 H 16.088 14.614 -17.946
84 C 10.305 10.621 -24.211
85 C 9.218 11.330 -23.437
86 C 8.130 11.819 -24.405
87 O 8.672 10.481 -22.410
88 H 10.639 11.249 -25.045
89 H 10.104 9.642 -24.652
90 H 11.239 10.486 -23.653
91 H 9.615 12.241 -22.987
92 H 7.513 10.973 -24.715
93 H 8.644 12.294 -25.236
94 H 7.456 12.523 -23.918
95 H 8.476 9.613 -22.787

=====

ORCA calculation (wB97M-V/def2-TZVPD) on a 2-piece molecular cluster, C4H4F3N4OS overall at a distorted geometry.

The energy relative to the best compared isomer or geometry (same formula, charge and spin) comes out at 358.3 kJ/mol. The net charge is -1. The molar mass is 213.164 g/mol. The calculation puts the calculated total energy at -31203.667 eV. Its strongest force on any atom is 4.48 eV/A. Its HOMO energy (spin up / spin down) is -5.27 / -5.24 eV. As for the orbital gap (spin up / spin down): 7.55 / 7.80 eV.

Cartesian coordinates (Å):
1 C 2.360 0.184 0.000
2 C 0.174 -0.168 1.244
3 C -2.051 -0.755 -0.109
4 C -2.518 0.583 -0.579
5 N 3.361 -0.580 0.272
6 N 2.652 1.358 -0.572
7 N 4.386 0.145 -0.152
8 N 3.980 1.280 -0.660
9 O 0.219 -2.211 -0.282
10 F -2.527 0.763 -1.929
11 F -3.888 0.703 -0.339
12 F -1.997 1.618 -0.022
13 S -0.049 -0.755 -0.340
14 H 0.767 -0.632 2.007
15 H -0.083 0.963 1.362
16 H -2.534 -1.568 -0.800
17 H -2.249 -0.929 0.899

=====

ORCA calculation (wB97M-V/def2-TZVPD) on a 8-piece molecular cluster, C3H21O7S overall at a distorted geometry.

The net charge is -1. The molar mass is 201.261 g/mol. The calculation puts the calculated total energy at -28621.037 eV. Its strongest force on any atom is 2.02 eV/A. Its HOMO energy is -3.38 eV. As for the orbital gap: 6.26 eV.

Cartesian coordinates (Å):
1 C -0.903 0.101 -0.305
2 C -1.762 -0.600 0.721
3 C -2.577 0.338 1.640
4 S -1.967 0.118 3.427
5 H -1.492 0.935 -0.713
6 H -0.966 -0.496 -1.217
7 H 0.162 0.345 -0.163
8 H -2.375 -1.323 0.176
9 H -1.181 -1.156 1.499
10 H -3.609 0.041 1.773
11 H -2.422 1.374 1.366
12 H 2.451 2.794 -1.091
13 H 2.809 1.412 -1.568
14 O 3.206 2.244 -1.312
15 H 2.309 -1.633 -0.283
16 H 0.851 -1.412 -0.314
17 O 1.539 -1.850 -0.832
18 H 0.264 -1.376 -4.043
19 H -0.433 -2.402 -3.105
20 O -0.560 -1.572 -3.578
21 H 0.690 -3.081 -1.577
22 H -0.203 -4.159 -1.070
23 O 0.213 -3.887 -1.895
24 H 1.775 0.186 1.711
25 H 1.565 -1.257 2.248
26 O 2.101 -0.721 1.643
27 H -0.843 1.958 2.433
28 H 0.480 2.819 2.712
29 O -0.088 2.440 2.040
30 H 0.445 2.580 0.220
31 H -0.132 3.889 -0.204
32 O 0.652 3.349 -0.343

=====

ORCA calculation (wB97M-V/def2-TZVPD) on C13H18CoN2 as an isolated structure at a distorted geometry.

The energy relative to the best compared isomer or geometry (same formula, charge and spin) comes out at 375.3 kJ/mol. The net charge is -1. The molar mass is 261.234 g/mol. The calculation puts the calculated total energy at -54373.644 eV. Its strongest force on any atom is 4.68 eV/A. Its HOMO energy (spin up / spin down) is -2.54 / -2.93 eV. As for the orbital gap (spin up / spin down): 5.89 / 6.10 eV. The spin multiplicity is 5.

Cartesian coordinates (Å):
1 C -0.362 0.613 -2.541
2 C 1.037 0.802 -2.246
3 C 1.153 1.727 -1.180
4 C -0.135 2.140 -0.787
5 C -1.080 1.456 -1.594
6 Co -0.306 -0.636 -0.990
7 N -2.232 -0.385 -0.638
8 C 0.140 -2.358 -1.433
9 C 1.420 -1.777 -1.333
10 H 2.091 2.110 -0.770
11 H 1.868 0.346 -2.787
12 H -0.377 2.927 -0.069
13 H -2.149 1.669 -1.645
14 H -0.807 0.163 -3.428
15 H 2.000 -1.570 -2.221
16 H -0.202 -3.031 -0.648
17 H -2.519 -1.320 -0.308
18 H 2.048 -2.119 -0.526
19 H -0.306 -2.619 -2.394
20 C 2.395 -0.196 1.210
21 C 1.003 -0.080 1.674
22 C 0.640 0.160 3.012
23 C -0.736 0.337 3.068
24 C -1.211 0.202 1.753
25 C -2.598 0.360 1.397
26 N -0.139 -0.132 0.903
27 H 2.878 -1.023 1.748
28 H 2.943 0.721 1.473
29 H 2.493 -0.364 0.136
30 H 1.358 0.211 3.822
31 H -1.407 0.547 3.902
32 H -3.197 -0.518 1.649
33 H -3.043 1.303 1.728
34 H -2.662 0.333 0.063

=====

Q: What is the calculated total energy in the first record?
A: -32806.098 eV